Density functional theory data (the ωB97M-V functional and the def2-TZVPD basis) for a structure of composition C44H58N4O6P2STi at a distorted geometry.

The geometry in ORCA input format:
```
! wB97M-V def2-TZVPD RIJCOSX def2/J DEFGRID3
* xyz 0 1
Ti -1.028 0.161 0.790
C 0.198 -4.524 -0.170
C -0.868 -3.427 -0.073
C -2.257 -4.027 -0.282
C -0.709 -2.692 1.245
C -1.448 -3.006 2.383
C -1.154 -2.428 3.608
C -0.106 -1.522 3.752
C 0.146 -0.801 5.044
C 0.650 -1.225 2.633
C 0.352 -1.783 1.385
H 0.152 -5.022 -1.141
H 0.035 -5.274 0.607
H 1.205 -4.122 -0.039
H -0.686 -2.701 -0.871
H -2.434 -4.863 0.398
H -2.346 -4.412 -1.299
H -3.045 -3.290 -0.125
H -2.266 -3.711 2.318
H -1.760 -2.678 4.471
H -0.074 0.261 4.908
H 1.188 -0.888 5.357
H -0.487 -1.183 5.845
H 1.487 -0.543 2.728
H 1.040 -1.650 0.556
O -0.764 1.471 2.226
C -2.035 1.134 2.191
O -2.219 -0.190 2.269
C -3.236 1.960 1.980
C -3.513 3.140 2.649
C -4.778 3.706 2.542
C -5.773 3.068 1.817
C -5.480 1.901 1.114
C -4.194 1.387 1.131
P -3.519 0.041 0.072
C -4.007 0.485 -1.663
C -3.368 -0.454 -2.674
C -4.110 -0.738 -3.907
C -5.184 -0.012 -4.238
C -5.742 0.968 -3.323
C -5.255 1.143 -2.087
C -4.708 -1.312 0.431
C -4.789 -1.805 1.736
C -5.620 -2.873 2.033
C -6.388 -3.464 1.038
C -6.326 -2.974 -0.255
C -5.491 -1.906 -0.560
H -2.754 3.591 3.276
H -4.998 4.633 3.058
H -6.773 3.481 1.787
H -6.262 1.399 0.558
H -2.702 -1.227 -2.294
H -3.778 -1.564 -4.525
H -5.708 -0.206 -5.166
H -6.631 1.505 -3.626
H -5.755 1.797 -1.390
H -4.184 -1.349 2.509
H -5.665 -3.247 3.049
H -7.039 -4.297 1.273
H -6.928 -3.421 -1.036
H -5.458 -1.541 -1.577
O 0.342 1.554 -2.519
S -0.013 1.121 -1.198
O -2.878 0.851 -2.473
O -0.996 1.940 -0.474
O -0.568 -0.283 -1.129
N 1.252 0.991 -0.168
P 2.746 1.066 -0.733
N 3.298 -0.250 -1.569
C 2.504 -0.945 -2.592
C 2.612 -2.452 -2.411
C 4.068 -2.906 -2.451
C 4.902 -2.108 -1.451
C 4.719 -0.609 -1.677
N 2.998 2.451 -1.586
C 3.814 2.425 -2.807
C 4.246 3.853 -3.181
C 4.320 4.722 -1.930
C 2.912 4.894 -1.350
C 2.094 3.605 -1.534
N 3.768 1.125 0.586
C 3.864 -0.098 1.414
C 4.408 0.220 2.806
C 5.477 1.301 2.708
C 4.843 2.613 2.221
C 3.578 2.335 1.410
H 2.891 -0.665 -3.581
H 1.468 -0.630 -2.552
H 2.036 -2.945 -3.197
H 2.158 -2.721 -1.452
H 4.465 -2.751 -3.460
H 4.145 -3.974 -2.237
H 5.960 -2.364 -1.537
H 4.575 -2.360 -0.440
H 5.064 -0.369 -2.692
H 5.305 -0.014 -0.980
H 3.251 1.969 -3.630
H 4.700 1.822 -2.623
H 3.529 4.290 -3.880
H 5.208 3.814 -3.692
H 4.762 5.693 -2.155
H 4.967 4.232 -1.196
H 2.397 5.709 -1.862
H 2.972 5.171 -0.295
H 1.516 3.639 -2.460
H 1.379 3.470 -0.724
H 4.556 -0.785 0.928
H 2.899 -0.605 1.487
H 4.814 -0.697 3.235
H 3.605 0.553 3.470
H 6.242 0.971 1.999
H 5.972 1.446 3.669
H 5.555 3.171 1.611
H 4.576 3.245 3.071
H 3.368 3.175 0.753
H 2.705 2.213 2.061
*
```

The relative energy (zero: lowest compared OMol25 entry of this formula, charge and spin) is 119.4 kcal/mol. The value obtained for the maximum force is 1.60 eV/A. For the total energy, the calculation gives -117345.403 eV.

---

Density functional theory data (the ωB97M-V functional and the def2-TZVPD basis) for a cluster of 3 separate species, H7O3 in total at a distorted geometry.

The geometry in ORCA input format:
```
! wB97M-V def2-TZVPD RIJCOSX def2/J DEFGRID3
* xyz 1 1
O -0.991 0.292 -1.706
H -1.266 1.307 -1.914
H -1.422 -0.472 -2.118
O -0.091 -0.313 1.945
H -0.001 -1.226 2.224
H -0.190 0.301 2.632
O 1.069 0.209 -0.345
H 0.687 -0.018 0.579
H 2.000 -0.158 -0.383
H 0.205 0.077 -0.914
*
```

The relative energy (zero: lowest compared OMol25 entry of this formula, charge and spin) is 18.3 kcal/mol. The value obtained for the maximum force is 4.23 eV/A. For the total energy, the calculation gives -6248.626 eV.

---

Density functional theory data (the ωB97M-V functional and the def2-TZVPD basis) for a cluster of 5 separate species, C15H34N3O4S4 in total at a distorted geometry.

The geometry in ORCA input format:
```
! wB97M-V def2-TZVPD RIJCOSX def2/J DEFGRID3
* xyz 1 1
C -1.078 -0.907 1.878
C -1.585 0.469 1.242
N -1.046 1.592 1.680
C -2.750 0.583 0.127
N -4.021 0.102 0.822
C -4.475 0.995 1.829
C -5.756 0.540 2.623
C -6.280 -0.831 2.141
C -5.612 -1.592 0.978
N -4.468 -1.049 0.364
H -1.888 -1.704 1.981
H -0.727 -0.651 2.947
H -0.171 -1.290 1.279
H -1.481 2.395 1.187
H -2.868 1.655 -0.253
H -2.468 -0.108 -0.749
H -3.952 1.991 2.070
H -6.202 1.152 3.468
H -7.195 -1.306 2.638
H -6.019 -2.592 0.612
C 2.265 1.042 0.527
S 3.178 -0.502 0.347
O 2.766 -1.402 1.472
C 4.792 0.187 0.767
H 1.208 0.842 0.345
H 2.390 1.435 1.537
H 2.625 1.764 -0.203
H 4.760 0.632 1.763
H 5.070 0.940 0.027
H 5.526 -0.620 0.755
C -2.438 -4.904 -1.406
S -1.364 -3.678 -0.630
O -0.489 -3.107 -1.699
C -0.375 -4.861 0.306
H -3.126 -4.387 -2.076
H -1.840 -5.615 -1.979
H -3.009 -5.428 -0.637
H 0.095 -5.574 -0.373
H -1.013 -5.386 1.020
H 0.398 -4.314 0.848
C 2.955 6.135 0.692
S 3.949 4.670 1.046
O 3.379 3.539 0.250
C 3.386 4.469 2.750
H 3.121 6.421 -0.347
H 1.897 5.914 0.842
H 3.265 6.952 1.345
H 2.301 4.350 2.772
H 3.682 5.340 3.336
H 3.856 3.577 3.165
C 0.873 -1.731 -3.997
S 1.557 -0.076 -3.788
O 0.504 0.903 -4.203
C 2.750 -0.191 -5.138
H 0.073 -1.866 -3.270
H 0.471 -1.846 -5.005
H 1.653 -2.473 -3.816
H 2.232 -0.397 -6.076
H 3.468 -0.983 -4.922
H 3.276 0.762 -5.216
*
```

The value obtained for the maximum force is 5.33 eV/A. For the total energy, the calculation gives -72093.571 eV.

---

Density functional theory data (the ωB97M-V functional and the def2-TZVPD basis) for an isolated molecule of C5H11NO at a distorted geometry.

The geometry in ORCA input format:
```
! wB97M-V def2-TZVPD RIJCOSX def2/J DEFGRID3
* xyz 0 1
C -0.043 2.071 -0.821
C -0.201 0.514 -0.646
C 0.735 -0.454 -1.337
C -0.807 0.018 0.688
N 0.057 -0.623 1.652
C 0.273 -1.952 1.668
O -0.499 -2.763 1.191
H 0.503 2.385 0.071
H -1.041 2.486 -0.930
H 0.591 2.240 -1.698
H -1.102 0.474 -1.284
H 0.520 -0.468 -2.396
H 1.787 -0.190 -1.156
H 0.521 -1.443 -0.895
H -1.508 0.749 1.123
H -1.456 -0.852 0.400
H 0.375 0.053 2.355
H 1.297 -2.244 2.016
*
```

The relative energy (zero: lowest compared OMol25 entry of this formula, charge and spin) is 35.6 kcal/mol. The value obtained for the maximum force is 3.10 eV/A. Its SMILES is CC(C)CNC=O. For the total energy, the calculation gives -8900.153 eV.

---

Density functional theory data (the ωB97M-V functional and the def2-TZVPD basis) for a cluster of 2 separate species, C5H9N in total at a distorted geometry.

The geometry in ORCA input format:
```
! wB97M-V def2-TZVPD RIJCOSX def2/J DEFGRID3
* xyz 0 1
C -0.599 -0.404 -0.362
C -1.243 -1.477 0.071
C -1.371 -2.040 1.425
H -0.518 -0.240 -1.339
H -0.226 0.274 0.361
H -1.575 -2.092 -0.642
H -2.311 -2.129 1.785
H -0.861 -1.355 2.247
H -1.036 -3.138 1.301
C 1.425 2.276 -1.280
C 1.949 1.770 0.000
N 2.548 1.379 0.895
H 2.095 3.190 -1.377
H 0.414 2.453 -1.074
H 1.311 1.532 -2.010
*
```

The relative energy (zero: lowest compared OMol25 entry of this formula, charge and spin) is 55.8 kcal/mol. The value obtained for the maximum force is 4.30 eV/A. Its SMILES is C=CC.CC#N. For the total energy, the calculation gives -6818.576 eV.

---

Density functional theory data (the ωB97M-V functional and the def2-TZVPD basis) for a cluster of 2 separate species, C11H26NO in total.

The geometry in ORCA input format:
```
! wB97M-V def2-TZVPD RIJCOSX def2/J DEFGRID3
* xyz 1 1
C -0.262 2.731 3.138
C 0.101 1.744 2.034
C -1.126 1.014 1.482
C -0.854 -0.431 1.026
C -1.760 -0.893 -0.134
C -1.172 -1.873 -1.144
C -0.066 -1.393 -2.121
C -0.337 -0.002 -2.728
C 0.863 0.944 -2.872
C 1.697 0.858 -1.615
N 2.313 -0.496 -1.593
C 1.336 -1.635 -1.500
H -1.108 3.318 2.804
H 0.573 3.392 3.327
H -0.525 2.190 4.039
H 0.561 2.323 1.231
H 0.847 1.034 2.385
H -1.568 1.581 0.667
H -1.871 0.994 2.271
H -1.061 -1.060 1.883
H 0.211 -0.537 0.833
H -2.208 -0.026 -0.604
H -2.595 -1.412 0.324
H -0.795 -2.732 -0.592
H -1.983 -2.260 -1.753
H -0.120 -2.087 -2.948
H -0.740 -0.152 -3.722
H -1.102 0.538 -2.188
H 0.490 1.959 -2.928
H 1.469 0.709 -3.740
H 2.487 1.598 -1.601
H 1.043 1.001 -0.768
H 2.953 -0.554 -0.797
H 2.900 -0.580 -2.424
H 1.809 -2.470 -2.001
H 1.263 -1.926 -0.466
O -0.691 -1.480 4.442
H 0.218 -1.678 4.192
H -1.194 -2.252 4.162
*
```

The relative energy (zero: lowest compared OMol25 entry of this formula, charge and spin) is 0.0 kcal/mol. The value obtained for the maximum force is 0.90 eV/A. For the total energy, the calculation gives -15359.871 eV.

---

Density functional theory data (the ωB97M-V functional and the def2-TZVPD basis) for a structure of composition C39H58BFHgN11O6S.

The geometry in ORCA input format:
```
! wB97M-V def2-TZVPD RIJCOSX def2/J DEFGRID3
* xyz -2 2
Hg -1.099 0.313 0.467
C -3.581 1.609 -2.530
C -3.782 2.593 -1.383
C -4.472 1.921 -0.199
C -2.479 3.263 -1.041
C -2.197 4.617 -1.238
C -0.867 4.775 -0.909
C -0.118 6.061 -1.165
C 0.736 5.939 -2.429
C 0.684 6.683 -0.022
N -0.398 3.563 -0.521
N -1.391 2.637 -0.610
B 1.040 3.193 -0.059
N 1.118 2.590 1.374
N 0.834 1.285 1.640
C 1.210 1.030 2.883
C 1.753 2.190 3.453
C 1.675 3.153 2.474
C 2.072 4.592 2.613
C 1.029 5.344 3.444
C 3.462 4.728 3.237
C 1.037 -0.298 3.568
C 0.758 -1.454 2.619
C 2.273 -0.610 4.416
N 1.793 2.272 -1.048
N 1.429 0.975 -1.209
C 2.396 0.380 -1.888
C 3.415 1.301 -2.193
C 2.999 2.491 -1.634
C 3.769 3.781 -1.608
C 5.032 3.629 -0.756
C 4.125 4.239 -3.023
C 2.369 -1.091 -2.175
C 3.613 -1.779 -1.613
C 2.223 -1.376 -3.669
H -4.521 1.122 -2.797
H -3.176 2.107 -3.414
H -2.876 0.842 -2.223
H -4.430 3.404 -1.739
H -3.927 1.035 0.124
H -5.476 1.604 -0.492
H -4.547 2.592 0.657
H -2.868 5.380 -1.600
H -0.926 6.766 -1.387
H 1.485 5.157 -2.306
H 1.251 6.879 -2.643
H 0.120 5.674 -3.288
H 1.678 6.250 0.053
H 0.185 6.558 0.939
H 0.807 7.754 -0.206
H 1.631 4.222 -0.030
H 2.134 2.313 4.453
H 2.105 5.040 1.624
H 1.005 4.950 4.462
H 0.031 5.217 3.023
H 1.259 6.412 3.489
H 3.473 4.331 4.254
H 3.759 5.779 3.283
H 4.208 4.182 2.659
H 0.169 -0.205 4.229
H 1.523 -1.552 1.847
H -0.208 -1.359 2.123
H 0.708 -2.389 3.182
H 3.157 -0.722 3.783
H 2.123 -1.545 4.958
H 2.480 0.173 5.148
H 4.330 1.119 -2.733
H 3.154 4.548 -1.140
H 5.679 2.851 -1.166
H 4.775 3.342 0.265
H 5.595 4.565 -0.722
H 4.780 3.511 -3.506
H 4.642 5.201 -3.000
H 3.233 4.340 -3.642
H 1.520 -1.523 -1.646
H 4.516 -1.452 -2.139
H 3.520 -2.861 -1.714
H 3.733 -1.549 -0.554
H 3.107 -1.034 -4.218
H 1.354 -0.865 -4.089
H 2.104 -2.447 -3.844
N -1.025 -0.716 -1.595
C -2.118 -1.603 -2.000
C -3.138 -1.901 -0.881
O -3.993 -2.756 -1.143
O -3.026 -1.231 0.184
H -0.615 -0.191 -2.356
H -0.298 -1.329 -1.210
H -1.736 -2.560 -2.364
H -2.686 -1.153 -2.814
F -2.341 -5.991 -3.844
C -2.708 -5.756 -2.564
C -1.821 -5.297 -1.671
N -2.155 -5.050 -0.369
C -1.226 -4.434 0.603
C 0.083 -3.948 -0.081
O 0.855 -4.826 -0.501
O 0.207 -2.701 -0.178
C -3.427 -5.313 0.090
O -3.763 -5.198 1.251
N -4.313 -5.774 -0.871
C -4.090 -5.999 -2.215
O -4.977 -6.385 -2.959
H -0.786 -5.118 -1.932
H -0.978 -5.174 1.366
H -1.762 -3.607 1.064
H -5.267 -5.851 -0.557
S -2.275 1.060 2.639
C -2.688 -0.465 3.427
N -3.701 -1.210 2.839
C -3.845 -2.548 3.209
C -3.228 -2.970 4.347
C -2.404 -2.076 5.041
N -2.089 -0.842 4.508
H -3.837 -1.004 1.854
H -4.410 -3.179 2.543
H -3.325 -4.001 4.661
H -1.873 -2.360 5.940
*
```

The value obtained for the maximum force is 0.70 eV/A. For the total energy, the calculation gives -88472.086 eV.

---

Density functional theory data (the ωB97M-V functional and the def2-TZVPD basis) for a cluster of 2 separate species, C8H13ClNO5S in total at a distorted geometry.

The geometry in ORCA input format:
```
! wB97M-V def2-TZVPD RIJCOSX def2/J DEFGRID3
* xyz 1 1
C -0.564 3.380 0.578
C -0.158 2.376 0.085
S 0.317 1.017 -0.841
O 0.765 -0.174 0.184
N 1.488 0.336 1.376
O 2.186 -0.484 1.741
C 1.794 1.523 -1.867
Cl 1.140 2.705 -2.992
C 2.910 2.035 -0.932
C 3.991 2.922 -1.607
H -1.131 4.219 0.928
H 2.123 0.586 -2.328
H 3.429 1.140 -0.556
H 2.533 2.539 -0.034
H 3.677 3.389 -2.544
H 4.903 2.356 -1.807
H 4.213 3.742 -0.918
C -0.575 -2.829 0.357
O -1.777 -3.561 0.533
C -2.798 -2.811 0.958
O -2.750 -1.627 1.180
O -3.859 -3.591 1.088
C -5.039 -2.919 1.540
H 0.188 -3.523 0.012
H -0.709 -2.054 -0.396
H -0.249 -2.394 1.302
H -5.338 -2.150 0.830
H -4.881 -2.488 2.527
H -5.828 -3.663 1.604
*
```

The value obtained for the maximum force is 2.39 eV/A. For the total energy, the calculation gives -43578.494 eV.

---

Density functional theory data (the ωB97M-V functional and the def2-TZVPD basis) for an isolated molecule of C6H11NO2S at a distorted geometry.

The geometry in ORCA input format:
```
! wB97M-V def2-TZVPD RIJCOSX def2/J DEFGRID3
* xyz 0 1
C -2.502 1.163 0.793
C -2.244 -0.112 0.579
C -1.714 -0.658 -0.715
C -0.558 -1.620 -0.505
S 0.852 -0.721 0.199
O 0.629 -0.423 1.576
O 1.944 -1.944 0.170
N 1.198 0.335 -0.854
C 1.927 1.476 -0.599
C 2.749 1.680 0.421
H -2.916 1.522 1.720
H -2.305 1.911 0.043
H -2.431 -0.851 1.348
H -1.382 0.164 -1.348
H -2.523 -1.185 -1.231
H -0.795 -2.406 0.208
H -0.218 -2.051 -1.444
H 2.345 -2.043 -0.698
H 1.775 2.221 -1.372
H 3.274 2.612 0.530
H 2.893 0.928 1.178
*
```

The relative energy (zero: lowest compared OMol25 entry of this formula, charge and spin) is 50.9 kcal/mol. The value obtained for the maximum force is 1.97 eV/A. Its SMILES is C=CCC[S@@](=O)(O)=NC=C. For the total energy, the calculation gives -22817.913 eV.

---

Density functional theory data (the ωB97M-V functional and the def2-TZVPD basis) for a structure of composition C21H28Br4CsN5O6S3 at a distorted geometry.

The geometry in ORCA input format:
```
! wB97M-V def2-TZVPD RIJCOSX def2/J DEFGRID3
* xyz -2 1
Cs -0.977 -0.779 1.473
N -1.374 2.548 2.405
C -0.267 3.403 2.810
C -0.013 4.488 1.760
N 0.546 3.871 0.572
C 0.376 4.547 -0.689
C 0.833 3.619 -1.819
N 0.121 2.359 -1.759
H -2.271 2.904 2.706
H -1.309 1.613 2.778
H 0.639 2.795 2.890
H -0.436 3.866 3.797
H 0.686 5.243 2.142
H -0.965 5.022 1.572
H 0.122 2.951 0.459
H 0.966 5.472 -0.723
H -0.678 4.851 -0.855
H 1.891 3.391 -1.676
H 0.735 4.154 -2.776
H 0.523 1.639 -2.345
H -0.865 2.448 -1.970
Br -8.211 -2.111 1.413
C -6.445 -1.857 2.075
C -6.046 -2.440 3.252
Br -7.249 -3.516 4.261
C -4.726 -2.248 3.710
Br -4.128 -3.024 5.343
C -3.771 -1.487 3.026
O -2.578 -1.320 3.436
C -4.209 -0.853 1.756
O -3.384 -0.140 1.096
C -5.527 -1.074 1.350
Br -6.022 -0.231 -0.285
C 1.513 -1.834 -5.558
C 2.489 -0.756 -5.079
S 2.080 0.111 -3.553
C 2.060 -1.199 -2.317
C 0.832 -2.087 -2.234
S -0.664 -1.099 -2.335
C -1.726 -1.987 -3.491
C -1.153 -2.453 -4.823
S -0.188 -1.244 -5.759
H 1.516 -2.662 -4.852
H 1.876 -2.236 -6.508
H 2.563 0.030 -5.836
H 3.485 -1.207 -5.016
H 2.149 -0.677 -1.362
H 2.953 -1.825 -2.394
H 0.891 -2.582 -1.264
H 0.810 -2.865 -2.994
H -2.564 -1.308 -3.659
H -2.160 -2.869 -3.008
H -1.992 -2.771 -5.446
H -0.541 -3.346 -4.686
O 5.157 -2.760 2.334
C 5.144 -1.843 3.273
O 6.033 -1.740 4.098
C 3.980 -0.921 3.303
C 3.824 0.028 4.295
N 2.673 0.671 4.036
N 2.054 0.216 2.938
C 2.840 -0.748 2.479
C 2.455 -1.515 1.225
O 3.171 -2.511 0.934
O 1.465 -1.092 0.630
H 4.300 -2.683 1.737
H 4.451 0.255 5.137
H 2.236 1.402 4.572
*
```

The relative energy (zero: lowest compared OMol25 entry of this formula, charge and spin) is 53.8 kcal/mol. The value obtained for the maximum force is 1.37 eV/A. For the total energy, the calculation gives -355193.654 eV.